Computed, not measured: C3H5N3 in the gas phase at a distorted geometry, with wB97M-V/def2-TZVPD.

Structure (XYZ):
```
11
Properties=species:S:1:pos:R:3:forces:R:3
N -1.85932 -0.64622 0.09989 -0.422 -0.292 0.506
C -0.72944 0.09543 -0.07137 -0.321 -0.069 0.073
C 0.57497 -0.25684 -0.55457 -0.397 2.041 -0.694
N 1.75777 -0.14119 0.29608 0.735 0.265 1.501
N 1.96800 0.79154 1.03403 0.537 -0.084 0.177
C -0.23512 1.27443 -0.25639 0.493 -1.369 -1.357
H -2.63916 -0.11510 0.45591 -0.113 -0.147 0.125
H -1.67393 -1.49490 0.61084 -0.299 -0.122 0.084
H 0.75187 -0.95453 -1.39917 -0.219 0.993 0.029
H 2.46571 -0.89208 0.24599 -0.335 -0.397 -0.335
H -0.38135 2.33946 -0.46124 0.341 -0.817 -0.108
```
Forces are in eV/Å.

Results
Energy relative to the best compared isomer or geometry (same formula, charge and spin) (kJ/mol): 573.8
E_LUMO (eV): 0.93
Orbital gap (eV): 8.50
Max |F| (eV/Å): 2.192
HOMO (eV): -7.568

Atom charges from the Löwdin analysis, given in e for atoms 1 to 2: number 1, N, carries 0.11; number 2, C, carries -0.46


Computed, not measured: an isolated ion of composition C3H7N2S and charge +1 at a distorted geometry, with wB97M-V/def2-TZVPD.

Structure (XYZ):
```
13
Properties=species:S:1:pos:R:3:forces:R:3
C -0.16852 0.27151 -1.31767 -1.924 -2.445 0.751
C -1.21129 -1.41413 0.58583 -2.401 4.254 -1.661
C 1.70824 1.84385 -0.37254 1.883 -0.604 -0.522
N -0.45971 -1.29432 -0.58987 3.884 1.455 -3.225
N -1.01226 -0.60043 -1.74316 -0.093 0.035 1.464
S 0.16438 1.88653 -1.28912 0.319 -0.554 0.193
H -2.02282 -2.01273 0.23180 -1.330 -0.239 0.624
H -0.65963 -1.86262 1.28242 2.307 -2.223 2.548
H -1.39233 -0.37696 0.98663 -0.962 -1.065 -0.179
H 2.60868 1.54432 -1.02224 -1.479 0.991 0.918
H 1.71777 1.21024 0.48258 -0.626 -1.541 0.235
H 1.80171 2.72261 0.23182 0.288 1.425 -0.742
H -1.96768 -0.72889 -2.07695 0.134 0.511 -0.404
```
Forces are in eV/Å.

Results
Energy relative to the best compared isomer or geometry (same formula, charge and spin) (kJ/mol): 565.2
E_LUMO (spin up / spin down) (eV): -5.36 / -5.36
Orbital gap (spin up / spin down) (eV): 9.20 / 9.20
Max |F| (eV/Å): 5.254
Total charge: +1
HOMO (spin up / spin down) (eV): -14.561 / -14.560

Atom charges from the Löwdin analysis, given in e for atoms 1 to 2: number 1, C, carries -0.42; number 2, C, carries -0.06


Computed, not measured: C32H61BCl28FI2N3O8 as an isolated structure at a distorted geometry, with wB97M-V/def2-TZVPD.

Structure (XYZ):
```
136
Properties=species:S:1:pos:R:3:forces:R:3
C 2.95505 1.47022 -1.27409 -0.583 1.514 -1.040
C 2.37478 0.08574 -1.84664 -1.439 0.425 -0.778
C 2.81823 -1.33628 -1.26954 0.999 -0.694 -1.502
C 2.09428 -2.41050 -2.27544 0.368 0.866 -1.241
C 2.77551 -1.64600 0.35182 -2.273 -1.250 -2.448
C 2.89960 -3.25780 0.45900 0.630 -0.387 -0.932
B 3.16535 -4.02983 1.84531 0.521 -2.159 1.722
O 3.08936 -5.53787 1.75288 2.504 3.001 0.805
O 3.52154 -3.56145 3.18384 0.056 0.334 -2.855
O 3.81576 -0.80054 0.82560 0.288 -0.548 0.766
C 5.12531 -1.14230 1.12574 3.219 0.612 1.673
O 5.61130 -0.02501 2.02742 -2.042 0.065 -2.287
C 6.31066 -1.22321 -0.00560 1.187 -1.797 1.185
I 6.41734 0.37489 -1.47153 -0.076 -0.272 0.985
C 6.55442 -2.76083 -0.62069 1.889 0.193 1.281
C 8.14552 -3.21076 -0.34363 -0.560 -0.376 0.526
I 6.36531 -2.84260 -2.82555 -0.358 -0.703 1.081
C 1.37458 -1.20811 1.13897 0.533 2.123 3.892
C 1.60123 -1.02199 2.79842 -0.698 -1.400 0.730
N 0.88958 0.20343 0.83201 0.968 -0.283 -0.658
O 0.32747 -2.23397 1.13089 -0.732 1.816 -2.007
C -0.65126 -2.14975 0.07070 -0.591 -0.117 -1.207
C -2.15157 -1.67834 0.64212 -6.077 -4.090 0.083
O -3.23676 -2.49449 0.63929 7.166 4.759 -0.039
N -2.44797 -0.27005 1.17317 -1.436 -0.553 -2.022
C -3.14312 0.58698 0.14026 2.742 6.132 -1.324
O -2.61374 1.76768 -0.18898 -4.254 -8.366 1.832
F -4.43382 0.18726 -0.47604 3.798 0.723 1.930
N -0.72267 -3.48772 -0.59918 -0.844 0.228 2.388
C -1.53391 -3.55773 -1.84430 -0.615 -0.260 -1.768
C -0.73274 -4.68101 0.28044 3.420 -5.880 -1.423
C -1.40479 -4.86430 1.77075 -0.361 0.780 0.005
O -0.07356 -5.78362 -0.17901 -4.194 6.743 2.304
H 3.26795 1.52232 -0.15272 -0.289 -0.351 -2.253
H 2.09006 2.28750 -1.39447 1.769 -1.766 0.333
H 3.80135 1.85063 -2.02629 -1.588 -0.854 2.129
H 1.18231 0.14762 -1.79001 2.544 -0.202 0.000
H 2.59681 0.08866 -3.02191 -0.291 -0.146 2.607
H 3.98319 -1.45397 -1.52797 -2.451 0.222 0.720
H 2.48907 -3.50795 -2.23162 -1.072 2.060 0.268
H 2.38787 -2.04400 -3.37713 -0.611 -0.774 2.400
H 0.93077 -2.29179 -2.23402 2.180 -0.641 0.066
H 1.96759 -3.85802 0.00222 1.877 1.753 0.892
H 3.78164 -3.56144 -0.29052 -1.774 0.521 1.658
H 3.98089 -5.84800 2.14256 -2.306 0.496 -0.543
H 3.81782 -2.61338 3.22944 -0.729 -1.287 -0.189
H 5.36230 -2.09030 1.81443 -1.113 1.648 -1.569
H 5.23130 0.81415 1.58528 0.945 -1.824 0.958
H 7.31010 -1.06430 0.63823 -2.536 -0.194 -1.358
H 5.93313 -3.57943 -0.05852 0.730 1.761 -1.410
H 8.19152 -4.40282 -0.33029 -0.072 2.942 -0.455
H 8.48206 -2.89259 0.75675 -0.784 -0.509 -2.355
H 8.87591 -2.74208 -1.14056 -1.600 -1.010 1.715
H 0.76565 -0.31040 3.26927 1.714 -1.524 -1.402
H 1.39435 -2.07622 3.31950 0.921 2.301 -0.952
H 2.61951 -0.54337 3.08028 -1.617 -1.050 -0.594
H 1.66434 0.84087 1.18148 -1.249 -1.100 -0.785
H 0.05550 0.47493 1.38232 0.691 -0.712 -0.254
H -0.41564 -1.36572 -0.79631 -0.256 -1.418 2.069
H -3.11368 -0.44040 1.97169 0.466 0.212 -1.134
H -1.86762 -2.48290 -2.22736 0.928 -2.733 1.493
H -0.88581 -4.03031 -2.70761 -1.284 0.826 1.717
H -2.51655 -4.19081 -1.72910 2.013 1.282 -0.031
H -2.52578 -5.25210 1.63982 2.519 0.834 0.115
H -0.79859 -5.61748 2.46711 -1.175 1.644 -2.046
H -1.46707 -3.83402 2.32169 0.101 -1.930 -1.016
C -3.54921 0.15724 -4.00942 -0.389 0.230 0.249
Cl -3.33855 0.73195 -5.66787 0.000 0.017 0.054
Cl -2.20545 -0.88218 -3.52087 -0.173 0.596 -0.335
H -3.59564 1.01801 -3.33789 0.142 -0.165 -0.205
H -4.48023 -0.41118 -3.94550 0.321 0.058 -0.111
C -2.03195 4.98898 -0.23587 -0.161 -0.325 -0.082
Cl -0.31745 5.33692 0.01820 0.102 -0.090 -0.064
Cl -3.05043 6.19735 0.55615 -0.146 0.036 0.051
H -2.24102 4.99518 -1.30838 0.219 0.216 0.765
H -2.26031 4.00415 0.17881 0.133 0.366 -0.019
C 6.04507 3.80722 -4.18422 -0.151 0.336 -0.113
Cl 6.14462 2.17237 -4.84940 -0.084 -0.024 -0.084
Cl 6.95169 3.93503 -2.67211 -0.115 -0.040 -0.100
H 6.46036 4.51192 -4.90877 -0.007 -0.245 0.222
H 4.99709 4.04999 -3.99239 0.284 -0.153 0.031
C -6.36762 2.73176 0.19294 0.344 -0.221 0.036
Cl -6.17677 4.19879 -0.77479 0.133 -0.034 -0.014
Cl -8.07564 2.36974 0.46931 -0.010 -0.073 0.110
H -5.90746 1.89397 -0.33658 -0.243 0.321 0.084
H -5.87368 2.87486 1.15707 -0.176 0.077 -0.210
C 6.36358 8.12739 -1.97073 -0.077 0.224 0.313
Cl 7.58021 7.01430 -1.33359 -0.005 0.249 0.145
Cl 5.96540 7.74165 -3.64924 -0.096 0.062 -0.066
H 5.45834 8.05041 -1.36355 0.240 -0.100 -0.217
H 6.75428 9.14673 -1.92292 -0.029 -0.323 -0.114
C -5.65033 -3.67419 2.91003 -0.200 0.266 -0.211
Cl -5.55079 -5.30904 2.24485 -0.040 0.077 0.472
Cl -4.74372 -3.54638 4.42214 -0.037 -0.014 0.056
H -5.23505 -2.96949 2.18548 0.073 -0.255 0.147
H -6.69831 -3.43142 3.10186 0.261 -0.203 0.040
C -4.83884 2.97001 -8.13174 0.313 -0.085 0.090
Cl -5.47294 2.49716 -9.71270 0.112 -0.044 -0.007
Cl -6.04741 3.86602 -7.20370 0.112 -0.016 0.100
H -4.55918 2.07090 -7.57727 -0.256 0.260 -0.194
H -3.95982 3.60290 -8.27584 -0.318 -0.078 -0.030
C -6.00508 0.18851 4.85883 -0.527 0.106 -0.119
Cl -4.45315 -0.13640 4.07712 -0.049 0.200 -0.073
Cl -5.81386 0.35365 6.60837 -0.048 -0.024 -0.130
H -6.41839 1.11675 4.45685 0.209 -0.197 0.159
H -6.68772 -0.63928 4.65204 0.290 0.121 0.114
C -7.34074 6.13638 2.09061 0.010 -0.099 -0.398
Cl -6.41631 6.13278 3.59744 0.129 -0.118 0.031
Cl -8.73580 7.21618 2.20277 0.009 -0.062 -0.085
H -6.69385 6.47408 1.27726 -0.151 -0.018 0.298
H -7.69150 5.12192 1.88606 0.022 0.276 0.149
C -5.30653 8.78858 6.43589 0.060 -0.284 -0.242
Cl -6.30645 8.71591 7.89191 -0.011 -0.116 -0.019
Cl -4.70061 10.42635 6.16142 0.053 -0.051 -0.088
H -4.45795 8.11017 6.55293 -0.198 0.261 0.069
H -5.90748 8.48275 5.57605 0.085 0.181 0.255
C -1.85119 -2.14009 6.84070 -0.260 0.023 0.297
Cl -1.64053 -1.56538 5.18225 0.147 0.011 -0.036
Cl -0.50744 -3.17951 7.32925 -0.095 0.027 0.056
H -1.89763 -1.27932 7.51223 0.115 -0.197 -0.249
H -2.78222 -2.70850 6.90462 0.281 0.082 -0.116
C 10.63945 -6.22660 -0.45564 0.243 -0.251 -0.199
Cl 11.03720 -4.52889 -0.74667 0.332 -0.155 -0.061
Cl 9.22780 -6.37771 0.59753 0.111 -0.419 0.141
H 10.42374 -6.71029 -1.41144 -0.047 0.216 0.256
H 11.49281 -6.71525 0.02081 -0.271 0.216 -0.025
C -5.76524 -5.27846 -2.42328 -0.330 0.082 -0.142
Cl -4.21331 -5.60336 -3.20498 -0.102 -0.065 -0.190
Cl -5.57402 -5.11332 -0.67373 -0.123 0.005 -0.500
H -6.17855 -4.35022 -2.82526 0.204 -0.209 0.123
H -6.44789 -6.10624 -2.63007 0.275 0.155 0.100
C -1.36055 4.51773 -4.38207 0.350 -0.193 -0.249
Cl -0.96280 6.21544 -4.67310 0.044 -0.108 -0.028
Cl -2.77220 4.36662 -3.32889 -0.270 -0.336 -0.593
H -1.57626 4.03404 -5.33786 -0.063 0.185 0.269
H -0.50719 4.02908 -3.90562 -0.253 0.197 -0.011
```
Forces are in eV/Å.

Results
E_LUMO (eV): -1.44
Orbital gap (eV): 7.27
Max |F| (eV/Å): 9.563
HOMO (eV): -8.715

Atom charges from the Löwdin analysis, given in e for atoms 1 to 2: number 1, C, carries -0.17; number 2, C, carries -0.24


Please write out number 1 again, unchanged.
Computed, not measured: C3H5N3 in the gas phase at a distorted geometry, with wB97M-V/def2-TZVPD.

Structure (XYZ):
```
11
Properties=species:S:1:pos:R:3:forces:R:3
N -1.85932 -0.64622 0.09989 -0.422 -0.292 0.506
C -0.72944 0.09543 -0.07137 -0.321 -0.069 0.073
C 0.57497 -0.25684 -0.55457 -0.397 2.041 -0.694
N 1.75777 -0.14119 0.29608 0.735 0.265 1.501
N 1.96800 0.79154 1.03403 0.537 -0.084 0.177
C -0.23512 1.27443 -0.25639 0.493 -1.369 -1.357
H -2.63916 -0.11510 0.45591 -0.113 -0.147 0.125
H -1.67393 -1.49490 0.61084 -0.299 -0.122 0.084
H 0.75187 -0.95453 -1.39917 -0.219 0.993 0.029
H 2.46571 -0.89208 0.24599 -0.335 -0.397 -0.335
H -0.38135 2.33946 -0.46124 0.341 -0.817 -0.108
```
Forces are in eV/Å.

Results
Energy relative to the best compared isomer or geometry (same formula, charge and spin) (kJ/mol): 573.8
E_LUMO (eV): 0.93
Orbital gap (eV): 8.50
Max |F| (eV/Å): 2.192
HOMO (eV): -7.568

Atom charges from the Löwdin analysis, given in e for atoms 1 to 2: number 1, N, carries 0.11; number 2, C, carries -0.46